Record 1
A structure of composition C34H56N2OP3Ti, computed with ωB97M-V/def2-TZVPD.

The geometry in XYZ format:
```
97
Properties=species:S:1:pos:R:3:lowdin_charge:R:1
C 2.11768 1.44725 0.91011 -0.3005
C 0.50340 1.70959 -0.74826 -0.3445
C 2.84018 2.52622 0.40818 0.0234
C 1.07386 2.89883 -1.19908 0.0058
C 2.25715 3.31845 -0.58358 0.0213
H 3.81748 2.73374 0.83182 0.1424
H 0.56572 3.46223 -1.97924 0.1341
H 2.72936 4.24810 -0.90147 0.1430
N 0.85042 1.27079 0.49137 -0.0099
P 1.22337 -0.50579 2.59888 1.1376
P -1.33507 0.12626 -2.78465 1.2263
C 2.65742 0.39557 1.84017 -0.2039
H 3.28456 -0.33210 1.29300 0.1043
H 3.32695 0.85134 2.57766 0.0929
C -2.09850 -1.67192 -0.03132 -0.1167
O -2.62698 -2.56076 -0.58091 0.1794
C -0.67742 0.93448 -1.23901 -0.3232
H -1.55999 1.54824 -0.95454 0.0868
C -0.39373 0.50460 -4.42939 -0.6289
C -3.17095 0.64494 -2.91798 -0.6588
C 1.88669 -2.25427 2.86764 -0.6783
C 1.08555 0.48022 4.23261 -0.6472
C 0.14816 -0.86478 -4.89770 -0.0790
H -0.67301 -1.53607 -5.19032 0.0982
H 0.79685 -0.70974 -5.77223 0.1080
H 0.73949 -1.36543 -4.12432 0.0433
C -1.22652 1.08494 -5.58218 -0.0751
H -2.09856 0.46977 -5.83838 0.0770
H -1.53915 2.11805 -5.39320 0.0769
H -0.57877 1.11008 -6.47288 0.1139
C 0.73020 1.48604 -4.11445 -0.0777
H 1.51681 1.40062 -4.87866 0.1176
H 0.37322 2.52466 -4.09913 0.0943
H 1.19463 1.28284 -3.15091 0.0150
C -3.86510 -0.39436 -3.82307 -0.0644
H -3.83483 -1.39118 -3.36004 0.0901
H -4.91979 -0.10514 -3.94368 0.1127
H -3.42264 -0.47115 -4.82221 0.0709
C -3.86635 0.58692 -1.54949 -0.1064
H -3.75890 -0.39165 -1.07137 0.0330
H -3.51334 1.35965 -0.85393 0.0635
H -4.94513 0.76579 -1.69603 0.1210
C -3.30531 2.07666 -3.45121 -0.0683
H -3.29963 2.11692 -4.54371 0.0774
H -4.27495 2.48421 -3.13042 0.1045
H -2.52472 2.74060 -3.05760 0.0880
C 0.37120 -0.36814 5.29677 -0.0779
H 0.15889 0.27760 6.16449 0.1132
H -0.58654 -0.75924 4.93588 0.0391
H 0.98470 -1.20406 5.65784 0.0817
C 0.24574 1.72920 3.91126 -0.0837
H 0.72022 2.36539 3.15337 0.0820
H -0.76405 1.47448 3.56063 0.0351
H 0.13814 2.32661 4.82943 0.1162
C 2.43544 0.95363 4.80850 -0.0665
H 2.25666 1.32140 5.83098 0.1145
H 3.18338 0.15531 4.87694 0.0776
H 2.85725 1.79308 4.24242 0.0867
C 2.44724 -2.83605 1.55471 -0.0837
H 3.33503 -2.30217 1.19530 0.0801
H 2.74967 -3.87670 1.75224 0.1122
H 1.69943 -2.84076 0.75402 0.0496
C 0.70297 -3.13257 3.31387 -0.0785
H -0.09940 -3.12583 2.56172 0.0715
H 1.05646 -4.16814 3.42386 0.1105
H 0.27864 -2.81628 4.27448 0.0719
C 3.00934 -2.26295 3.91670 -0.0635
H 3.85012 -1.61861 3.62225 0.0936
H 2.66768 -1.97705 4.91882 0.0745
H 3.39756 -3.29123 3.99031 0.1128
Ti -0.64018 -0.26520 0.72737 0.7182
N 0.25036 -1.56265 -0.44766 0.0153
C 0.60891 -0.78435 -1.37426 -0.1805
C 1.90780 -0.92951 -2.05541 -0.2184
C 2.23541 -2.25601 -2.39245 -0.0258
C 2.87977 0.08101 -2.14520 -0.0304
C 3.50013 -2.55388 -2.90540 -0.0112
H 1.48970 -3.03518 -2.22999 0.1359
C 4.11574 -0.21098 -2.71852 -0.0198
H 2.65637 1.07724 -1.75390 0.0878
C 4.43294 -1.52069 -3.08485 -0.0103
H 3.73880 -3.58186 -3.16772 0.1304
H 4.83620 0.59553 -2.86222 0.1294
H 5.41497 -1.75111 -3.50375 0.1327
C -2.80859 -0.44702 3.77578 -0.2323
P -2.89130 0.00432 2.00352 0.8154
C -4.51083 -0.74416 1.57803 -0.2072
C -3.32166 1.79190 2.04164 -0.2198
H -2.19227 -1.34728 3.90720 0.0442
H -3.82446 -0.67548 4.12633 0.0706
H -2.40194 0.37441 4.37827 0.0484
H -5.19391 0.03009 1.20703 0.0669
H -4.40201 -1.52708 0.82049 0.0313
H -4.94489 -1.19855 2.47907 0.0709
H -4.38292 1.91616 1.78447 0.0654
H -3.14422 2.18241 3.05267 0.0630
H -2.71349 2.36677 1.32776 0.0414
```

Computed properties:
LUMO (alpha / beta)	-0.3957 / -0.3897	hartree
energy relative to the best compared isomer or geometry (same formula, charge and spin)	5.183	eV
charge	+3
calculated total energy	-3386.34639	Ha

Record 2
A structure of composition C34H57Cl6CsMgN2O11, computed with ωB97M-V/def2-TZVPD.

The geometry in XYZ format:
```
112
Properties=species:S:1:pos:R:3:lowdin_charge:R:1
C 0.08124 -0.41320 -0.49846 -0.0774
C 0.41496 0.85329 -1.27386 -0.2797
O -0.67827 1.19288 -2.09698 -0.1490
C -0.69456 2.57312 -2.45084 -0.1634
C -2.09562 3.11020 -2.23547 -0.1855
O -1.94850 4.39752 -1.68980 -0.1473
C -3.16494 4.96590 -1.28319 -0.2404
C -3.65439 4.25104 -0.04433 -0.1248
C -2.76055 3.72173 0.85462 0.0382
C -3.21226 3.03228 1.95018 0.0550
C -4.57975 2.88044 2.16679 -0.1660
C -5.16828 2.11568 3.31464 -0.1859
C -5.62873 0.77036 2.71126 -0.2902
C -4.64171 0.01922 1.90598 -0.0959
O -5.05826 -0.40142 3.21364 -0.0335
C -5.41954 3.46216 1.26442 0.0379
N -4.97178 4.11805 0.17260 0.0385
C -5.96315 4.69702 -0.75044 -0.0671
C -6.71426 3.67475 -1.55380 -0.1143
O -7.44083 2.76101 -0.71448 -0.0891
C -8.65556 2.37279 -1.17933 -0.6218
O -9.57271 3.13487 -1.34072 -0.0058
C -8.72622 0.89075 -1.47279 -0.1357
C -8.89417 -0.04076 -0.26723 -0.1548
H 0.55520 -0.40022 0.47900 0.0728
H -0.99724 -0.44476 -0.36908 0.0758
H 0.40568 -1.30694 -1.01420 0.0413
H 0.62778 1.64365 -0.55341 0.1136
H 1.29842 0.66442 -1.88947 0.1046
H -0.01095 3.15284 -1.83364 0.1145
H -0.37646 2.67910 -3.48814 0.1256
H -2.68251 3.13828 -3.15620 0.1202
H -2.59182 2.41838 -1.54693 0.1236
H -2.92904 5.99438 -1.02711 0.1406
H -3.90649 4.93260 -2.10052 -0.0588
H -1.69776 3.83178 0.72256 0.1089
H -2.51674 2.61412 2.66215 0.1360
H -4.43569 1.86958 4.06873 0.0628
H -6.05102 2.60069 3.70398 0.0352
H -6.65919 0.72688 2.37445 0.1252
H -5.06145 -0.58396 1.11287 0.1020
H -3.59457 0.27003 1.96361 0.1077
H -6.48757 3.39753 1.38039 0.1315
H -6.67439 5.25815 -0.14875 0.1490
H -5.52921 5.41882 -1.43219 0.1039
H -6.07425 3.11786 -2.23618 0.1429
H -7.42343 4.21736 -2.17559 0.1395
H -7.75164 0.64506 -1.89182 0.1217
H -9.50833 0.70937 -2.19923 0.1220
H -9.94246 -0.21738 -0.06524 0.0333
H -8.46258 -1.00761 -0.49297 0.0611
H -8.38357 0.32482 0.61975 0.0230
O -12.89458 -3.90240 0.37030 0.0304
C -12.54551 -2.92691 -0.25674 -0.2460
C -10.61032 -3.35786 -0.60267 -0.2391
O -10.19858 -2.40178 -1.22866 0.0021
H -12.39569 -1.94560 0.22985 0.1161
H -12.85062 -2.77368 -1.30843 0.1168
H -10.70031 -4.34667 -1.09179 0.1172
H -10.25201 -3.54393 0.42785 0.1237
C 3.71562 -4.74816 -0.43370 -0.0113
C 2.99245 -3.63137 -0.41324 -0.0307
C 3.34875 -2.46836 -1.27412 -0.4402
O 2.70498 -1.45078 -1.24615 0.1175
C 4.53491 -2.60908 -2.16102 0.0119
C 5.25346 -3.72659 -2.17453 -0.0076
C 4.90310 -4.87721 -1.30991 -0.4043
O 5.57366 -5.89330 -1.32067 0.0667
H 3.47875 -5.60529 0.18400 0.1246
H 2.12317 -3.51168 0.22164 0.1343
H 4.77157 -1.75205 -2.77932 0.1283
H 6.12344 -3.85243 -2.80584 0.1052
C 8.95410 -3.74437 0.67968 0.0069
N 10.27001 -4.25153 0.13703 -0.3487
C 10.65333 -5.47644 0.89830 -0.3085
C 11.32388 -3.21232 0.34119 0.0298
C 10.14826 -4.63933 -1.32592 -0.0843
C 9.83558 -3.51485 -2.28468 -0.2102
O 8.58657 -2.93938 -1.95115 -0.0630
H 9.01483 -3.72977 1.77157 0.0845
H 8.79196 -2.73509 0.32018 0.0943
H 8.15898 -4.41362 0.35641 0.1152
H 10.75523 -5.21420 1.94925 -0.1288
H 11.60352 -5.85001 0.51599 0.1216
H 9.86914 -6.22640 0.76418 -0.0108
H 11.01465 -2.29619 -0.15172 0.1139
H 12.26047 -3.57556 -0.07672 0.1208
H 11.43000 -3.03621 1.40966 0.1108
H 9.36536 -5.39775 -1.36746 0.1478
H 11.09999 -5.09183 -1.60467 0.1444
H 9.79436 -3.94816 -3.28792 0.1428
H 10.62140 -2.75302 -2.27931 0.1262
H 8.36714 -2.26796 -2.60601 0.1159
C 6.31733 -1.11381 1.79307 -0.9855
Cl 6.87838 0.06082 0.59706 0.5318
Cl 5.11436 -2.21960 1.11321 0.6740
H 7.16868 -1.69149 2.13399 0.0029
H 5.87243 -0.57727 2.62258 -0.0147
C 0.62589 4.97055 1.55226 -0.3894
O -0.01074 4.21280 2.44883 -0.2426
H 1.61320 5.37838 1.86860 0.0481
H 0.83693 4.47371 0.56769 0.0552
H 0.06155 5.88487 1.22944 0.0798
C 6.60679 3.20226 2.69580 -1.0395
Cl 6.02618 1.94127 3.80440 0.5131
Cl 5.93464 4.77773 3.08798 0.5446
H 7.68590 3.25252 2.77378 0.0212
H 6.30746 2.93381 1.69028 0.0029
Cs 9.77731 -6.68028 3.08049 1.0616
Mg -10.09868 2.48192 1.31882 0.4844
Cl -5.77055 2.49767 6.18342 -0.5182
Cl -3.93298 6.04872 -3.96566 -0.4874
```

Computed properties:
LUMO	-0.1477	hartree
calculated total energy	-5247.49908	Ha